# C28H53O2PRhSe2Si2

A structure of composition C28H53O2PRhSe2Si2 in a non-equilibrium geometry (ωB97M-V with the def2-TZVPD basis set, the Open Molecules 2025 dataset).

```
89
Properties=species:S:1:pos:R:3:forces:R:3:lowdin_spin:R:1
O 2.043 -0.197 -3.246 -0.4 0.9 -0.3 0.00
O 3.364 -1.883 -1.700 1.2 -0.7 -0.3 0.01
C 0.762 -0.334 -3.855 0.1 -0.3 0.3 0.00
C 0.213 0.906 -4.544 -0.1 -0.1 0.1 0.00
H 0.046 -0.681 -3.092 0.0 0.1 -0.2 0.00
H 0.879 -1.161 -4.570 0.0 0.3 0.1 0.00
H -0.224 1.598 -3.816 0.1 0.0 -0.2 0.00
H -0.592 0.594 -5.217 0.1 0.1 0.0 0.00
H 0.984 1.416 -5.127 -0.1 0.0 0.0 0.00
C 2.236 0.964 -2.417 -0.4 -0.4 -0.3 0.00
C 3.708 1.263 -2.424 0.3 0.1 0.0 0.00
H 1.881 0.751 -1.396 0.0 0.1 -0.1 0.00
H 1.655 1.818 -2.803 0.2 -0.2 0.1 0.00
H 4.269 0.411 -2.023 -0.2 0.3 -0.2 0.00
H 3.914 2.144 -1.807 0.1 -0.1 -0.1 0.00
H 4.035 1.457 -3.453 0.0 0.0 0.3 0.00
C 4.365 -2.213 -0.728 -0.2 -0.3 -0.2 0.00
C 3.485 -2.626 -2.935 -0.3 0.0 0.6 0.00
C 4.675 -1.016 0.141 0.4 0.1 0.1 0.00
H 5.286 -2.555 -1.234 -0.3 0.1 0.2 0.00
H 3.986 -3.042 -0.110 0.3 0.2 -0.2 0.00
H 5.378 -0.343 -0.364 -0.3 0.0 0.1 0.00
H 5.170 -1.370 1.050 -0.1 0.1 0.0 0.00
H 3.781 -0.451 0.433 0.1 -0.2 -0.1 0.00
C 4.539 -2.052 -3.841 0.1 0.1 -0.2 0.00
H 2.496 -2.564 -3.406 0.2 -0.1 0.1 0.00
H 3.694 -3.689 -2.720 -0.1 0.3 0.0 0.00
H 4.310 -1.004 -4.068 0.1 -0.3 0.1 0.00
H 4.549 -2.623 -4.774 0.1 0.1 0.1 0.00
H 5.534 -2.131 -3.389 -0.1 0.1 -0.1 0.00
H 1.663 -1.352 -1.454 -1.8 -0.3 1.6 0.01
Rh -1.110 -0.258 0.637 0.7 0.1 1.4 2.26
C 0.800 -1.484 -0.657 1.4 -0.4 -0.7 0.10
Si 0.314 -3.319 -0.482 0.0 -0.4 -0.7 0.01
H 1.216 -1.124 0.296 0.1 0.0 -0.5 0.01
H -0.026 -0.827 -1.021 0.1 -0.1 -0.1 0.03
C -0.598 -3.785 -2.072 0.2 -0.2 0.2 0.00
C -0.770 -3.705 1.010 -0.1 0.2 0.1 0.01
C 1.801 -4.469 -0.307 0.0 0.1 0.0 0.00
C -2.533 -1.046 -0.503 -1.0 -1.3 -2.4 0.40
Si -3.845 -1.071 0.879 -0.4 -0.1 0.0 0.10
H -2.279 -2.051 -0.882 -0.4 0.4 0.2 0.02
H -2.812 -0.390 -1.350 -0.1 -0.4 0.4 0.02
C -4.805 -2.682 0.737 0.0 -0.2 -0.1 0.04
C -5.017 0.377 0.682 0.0 0.1 0.0 0.01
C -3.003 -1.026 2.566 0.1 0.0 0.4 0.06
H 1.446 -5.477 -0.044 0.0 0.3 -0.1 0.00
H 2.479 -4.141 0.492 -0.2 -0.2 -0.2 0.00
H 2.374 -4.547 -1.241 -0.1 0.1 0.3 0.00
H -1.493 -3.179 -2.249 0.2 -0.2 -0.1 0.00
H -0.901 -4.842 -2.017 0.0 0.3 -0.1 0.00
H 0.074 -3.662 -2.934 -0.2 -0.1 0.2 0.00
H -1.738 -3.192 0.962 0.1 -0.2 0.1 0.00
H -0.269 -3.412 1.943 -0.1 -0.1 -0.1 0.00
H -0.970 -4.787 1.054 0.1 0.3 0.0 0.00
H -5.101 0.669 -0.374 -0.1 0.0 0.3 0.00
H -4.706 1.253 1.268 -0.1 -0.2 -0.2 0.00
H -6.009 0.054 1.035 0.2 0.2 -0.1 0.00
H -3.329 -0.148 3.139 0.1 -0.2 0.0 0.00
H -1.888 -1.019 2.557 -0.6 -0.2 0.4 0.02
H -3.307 -1.942 3.092 0.2 0.3 0.0 0.01
H -5.881 -2.468 0.815 0.3 -0.1 0.0 0.00
H -4.542 -3.386 1.539 0.0 0.2 -0.3 0.00
H -4.625 -3.169 -0.231 -0.1 0.1 0.3 0.00
Se -1.765 1.940 -0.109 -0.1 0.9 0.0 0.55
P -0.839 2.366 1.837 0.8 0.8 0.9 0.03
Se 0.579 0.709 2.207 0.1 0.8 0.2 0.21
C -0.051 4.007 1.770 0.0 0.3 0.0 0.01
C 0.020 4.798 2.931 0.0 0.1 -0.3 0.00
C 0.481 6.116 2.841 0.1 -0.2 -0.2 0.00
C 0.890 6.638 1.610 -0.1 -0.4 -0.1 0.00
C 0.866 5.832 0.463 0.1 -0.1 0.3 0.00
C 0.413 4.514 0.544 -0.2 0.1 0.2 0.01
C -2.064 2.465 3.184 -0.2 -0.2 -0.1 0.01
C -3.308 3.063 2.932 0.1 0.0 0.3 0.01
C -4.240 3.169 3.968 0.2 -0.1 -0.1 0.00
C -3.937 2.673 5.239 0.2 -0.1 -0.1 0.00
C -2.698 2.070 5.484 0.0 0.1 -0.2 0.00
C -1.760 1.955 4.454 -0.1 0.1 -0.1 0.01
H -0.290 4.392 3.896 0.0 0.2 -0.3 0.00
H 0.513 6.741 3.735 0.0 -0.2 -0.2 0.00
H 1.235 7.672 1.539 -0.1 -0.3 0.0 0.00
H 1.198 6.235 -0.495 -0.1 -0.1 0.3 0.00
H 0.385 3.876 -0.344 0.0 0.3 0.2 0.01
H -3.538 3.444 1.936 0.0 0.0 0.3 0.01
H -5.205 3.639 3.780 0.2 -0.1 0.0 0.00
H -4.667 2.750 6.047 0.2 0.0 -0.3 0.00
H -2.451 1.686 6.476 -0.1 0.1 -0.3 0.00
H -0.795 1.469 4.628 -0.4 0.2 0.0 0.01
```
Forces are in eV/Å.

**Charge**: +1
**HOMO-LUMO gap (spin up / spin down)**: 7.16 / 5.73 eV
**HOMO energy (spin up / spin down)**: -9.8 / -11.5 eV
**Spin multiplicity**: 5
**E_LUMO (spin up / spin down)**: -2.7 / -5.8 eV
**<S²>**: 6.019

=====

# C28H54BrNO17S

A cluster of 5 separate species, C28H54BrNO17S in total in a non-equilibrium geometry (ωB97M-V with the def2-TZVPD basis set, the Open Molecules 2025 dataset).

```
102
Properties=species:S:1:pos:R:3:forces:R:3:lowdin_charge:R:1
C 0.859 -5.883 6.767 0.8 0.1 -1.1 -0.18
C 0.045 -4.616 6.167 0.2 -1.4 0.0 -0.23
C -0.795 -3.788 7.264 -0.7 0.1 -1.1 -0.52
Br -0.666 -4.667 9.070 -0.5 0.8 -0.7 0.76
C -0.491 -2.218 7.297 2.3 -0.1 -1.2 -0.34
C -0.732 -1.603 5.806 0.7 -0.9 -0.3 -0.14
O -1.950 -2.079 5.184 0.5 2.3 0.5 -0.15
C -2.851 -1.006 4.827 -0.9 -0.1 -0.6 -0.19
O -4.212 -1.530 4.973 2.1 -0.3 0.5 -0.12
C -4.298 -2.458 6.073 -1.6 -0.6 1.1 -0.18
C -5.871 -2.598 6.508 1.0 0.0 -0.3 -0.21
O -6.573 -1.442 5.991 -0.7 -1.1 1.2 -0.10
C 1.019 -1.706 7.600 1.4 1.2 0.5 -0.15
C 2.154 -2.781 7.945 4.9 -3.4 -2.6 -0.56
O 2.325 -3.335 9.081 -1.9 2.3 -2.0 -0.10
O 3.038 -3.084 6.905 -4.6 2.0 3.6 -0.18
C 0.994 -0.667 8.848 -0.8 -1.4 -0.2 -0.11
C -0.302 -1.251 9.625 3.3 2.0 0.6 -0.20
N -1.239 -1.569 8.452 -0.2 0.8 1.8 -0.36
S -2.029 -0.014 8.192 -1.2 1.5 -1.1 0.91
H 0.187 -6.709 7.174 0.8 1.3 -0.4 0.06
H 1.697 -5.566 7.494 -1.6 -0.4 -1.0 0.08
H 1.408 -6.343 5.855 -0.9 0.7 1.4 0.09
H -0.710 -5.073 5.417 1.1 1.0 1.2 0.12
H 0.808 -4.004 5.579 -1.1 -0.5 1.1 0.11
H -1.909 -3.898 6.971 1.8 0.3 0.7 0.09
H -0.593 -0.463 5.771 -0.5 -1.7 0.2 0.13
H 0.139 -2.032 5.175 -1.3 0.7 1.3 0.15
H -2.665 -0.675 3.733 -0.6 -0.8 1.6 0.16
H -2.750 -0.062 5.463 0.1 -1.5 -0.4 0.10
H -3.981 -3.536 5.793 -0.1 1.9 0.4 0.13
H -3.758 -2.088 7.029 -0.5 -0.5 -1.7 0.10
H -5.943 -2.606 7.657 0.2 -0.2 -1.6 0.12
H -6.251 -3.603 6.082 0.3 1.7 0.6 0.12
H -7.432 -1.423 6.478 1.0 0.1 -0.7 0.10
H 1.407 -1.060 6.728 -0.6 -1.5 1.0 0.15
H 1.952 -0.771 9.484 -1.7 0.1 -1.1 0.14
H 0.856 0.411 8.492 0.2 -1.5 0.6 0.09
H -0.694 -0.335 10.199 0.0 -2.2 -0.5 0.10
H 0.087 -2.130 10.242 -1.1 0.9 -1.1 0.12
H -2.019 -2.118 8.887 0.6 -0.1 -0.9 0.13
H -1.103 0.886 7.629 -0.3 -1.6 0.6 -0.03
C -1.624 3.796 1.313 0.0 -0.2 -0.2 -0.07
C -0.348 3.852 2.131 -0.3 0.5 -0.2 -0.22
O 0.045 2.542 2.559 0.4 -0.3 -0.1 0.02
C 0.646 1.784 1.625 -0.2 -0.1 0.0 -0.59
O 0.883 2.111 0.488 0.0 -0.1 0.5 0.12
O 0.913 0.585 2.170 -0.1 0.5 0.0 -0.01
C 1.472 -0.355 1.252 0.2 -0.5 -0.3 -0.04
H -2.410 3.271 1.862 0.0 0.2 0.1 0.08
H -1.972 4.803 1.070 0.0 -0.1 0.1 0.08
H -1.472 3.251 0.378 0.1 0.1 0.1 0.08
H -0.523 4.439 3.036 0.1 -0.3 0.1 0.12
H 0.463 4.340 1.583 0.0 -0.3 0.0 0.13
H 2.348 0.055 0.746 -0.2 0.0 0.0 0.09
H 0.715 -0.659 0.525 0.1 0.1 0.0 0.10
H 1.781 -1.234 1.819 -0.1 0.2 0.2 0.10
C 4.688 -3.461 -4.416 -0.2 0.2 -0.2 -0.07
C 5.016 -3.092 -2.981 -0.1 -0.6 -0.2 -0.22
O 5.259 -1.686 -2.854 -0.3 0.4 0.2 0.03
C 4.162 -0.910 -2.832 0.1 0.1 -0.2 -0.59
O 3.018 -1.291 -2.897 0.4 0.1 0.1 0.12
O 4.561 0.371 -2.748 0.0 -0.6 0.1 0.00
C 3.491 1.314 -2.808 -0.4 0.4 0.0 -0.04
H 5.466 -3.098 -5.093 0.1 -0.1 0.1 0.08
H 4.598 -4.544 -4.526 0.0 0.1 0.0 0.08
H 3.749 -3.004 -4.737 0.0 -0.1 0.1 0.07
H 5.936 -3.598 -2.678 0.0 0.3 0.0 0.12
H 4.230 -3.413 -2.292 0.0 0.2 -0.1 0.12
H 2.720 1.089 -2.067 0.1 -0.1 -0.2 0.09
H 3.066 1.329 -3.814 -0.1 -0.1 0.1 0.09
H 3.899 2.302 -2.590 0.2 -0.2 0.0 0.09
C 1.023 1.956 -9.171 0.0 0.3 0.1 -0.07
C 2.141 0.948 -8.981 -0.6 -0.2 -0.1 -0.21
O 3.411 1.603 -8.869 0.3 0.1 0.5 0.03
C 3.671 2.158 -7.674 -0.1 0.1 -0.3 -0.58
O 2.946 2.142 -6.708 0.3 0.0 -0.3 0.11
O 4.871 2.759 -7.747 -0.4 -0.3 0.0 0.00
C 5.232 3.471 -6.565 0.2 0.2 0.3 -0.04
H 1.240 2.616 -10.015 0.0 -0.2 0.0 0.09
H 0.072 1.449 -9.352 0.1 0.0 0.0 0.08
H 0.911 2.593 -8.291 0.0 -0.2 0.0 0.07
H 2.199 0.301 -9.859 0.3 0.2 0.1 0.12
H 1.961 0.302 -8.117 0.1 0.2 0.0 0.13
H 5.159 2.836 -5.680 -0.1 0.1 -0.1 0.09
H 4.600 4.355 -6.457 0.0 -0.2 0.1 0.10
H 6.268 3.796 -6.672 -0.1 -0.1 -0.2 0.09
C -5.866 3.551 -11.091 0.0 0.3 0.2 -0.07
C -4.746 2.546 -10.900 -0.6 -0.2 -0.1 -0.22
O -3.478 3.205 -10.790 0.3 0.1 0.4 0.03
C -3.218 3.762 -9.595 -0.1 0.1 -0.2 -0.59
O -3.942 3.745 -8.629 0.3 0.0 -0.4 0.12
O -2.019 4.366 -9.670 -0.3 -0.3 0.0 -0.01
C -1.660 5.082 -8.489 0.2 0.2 0.4 -0.05
H -5.651 4.210 -11.936 0.0 -0.2 0.0 0.08
H -6.816 3.041 -11.270 0.1 0.0 0.0 0.08
H -5.980 4.189 -10.211 0.0 -0.2 0.0 0.07
H -4.687 1.898 -11.777 0.3 0.2 0.1 0.12
H -4.924 1.902 -10.034 0.1 0.2 0.0 0.12
H -1.730 4.448 -7.603 -0.2 0.1 -0.1 0.10
H -2.294 5.964 -8.383 0.0 -0.2 0.1 0.10
H -0.625 5.409 -8.595 -0.1 -0.2 -0.3 0.09
```
Forces are in eV/Å.

**HOMO-LUMO gap**: 6.48 eV
**HOMO energy**: -7.4 eV
**SMILES string**: CC[C@@H](Br)[C@]1(COCOCCO)[C@H](C(=O)[O-])CC[N@H+]1S.CCOC(=O)OC.CCOC(=O)OC.CCOC(=O)OC.CCOC(=O)OC
**Spin multiplicity**: 1
**E_LUMO**: -0.9 eV